{
  "formula": "C44H41FN6O3PSTl",
  "method": "the ωB97M-V functional and the def2-TZVPD basis",
  "total_charge": -2,
  "e_above_lowest_ev": 2.056,
  "energy_ev": -88913.7269,
  "lumo_ev": 3.78,
  "gap_ev": 5.01,
  "elements": ["Tl", "C", "C", "C", "C", "C", "C", "C", "F", "C", "C", "C", "O", "C", "C", "N", "C", "C", "O", "O", "H", "H", "H", "H", "H", "H", "H", "H", "H", "H", "H", "C", "C", "C", "C", "C", "C", "C", "P", "C", "C", "C", "C", "C", "C", "C", "C", "C", "C", "C", "C", "C", "C", "H", "H", "H", "H", "H", "H", "H", "H", "H", "H", "H", "H", "H", "H", "H", "H", "H", "H", "H", "H", "C", "C", "C", "C", "N", "C", "S", "N", "H", "H", "H", "H", "H", "N", "C", "C", "N", "C", "C", "N", "H", "H", "H", "H", "H"],
  "coordinates": [[-0.687588, 0.515556, 0.216142], [-1.156710, 7.577632, -0.179397], [0.081665, 7.535304, 0.711472], [-0.132942, 8.393482, 1.949074], [1.033306, 8.252991, 2.913072], [1.200539, 6.806165, 3.284650], [1.633038, 6.431677, 4.545238], [1.791786, 5.093095, 4.852232], [2.214768, 4.754733, 6.103455], [1.538841, 4.113104, 3.930280], [1.112743, 4.472071, 2.656115], [0.862043, 3.404175, 1.656681], [0.736373, 2.235045, 1.997609], [0.773981, 3.800680, 0.241976], [0.427176, 5.222245, 0.001694], [0.399640, 6.163076, 1.083917], [0.908546, 5.822664, 2.319727], [0.896431, 2.645223, -1.961157], [0.730327, 3.386113, -2.930405], [0.315188, 1.521596, -1.774327], [-1.398653, 8.614993, -0.421015], [-2.004867, 7.129486, 0.341828], [-1.007989, 7.034998, -1.110251], [0.928169, 7.955846, 0.141904], [-1.055950, 8.073811, 2.444052], [-0.267148, 9.431509, 1.635839], [0.877891, 8.854916, 3.811356], [1.945100, 8.622442, 2.430444], [1.852388, 7.182502, 5.295236], [1.674668, 3.065444, 4.163620], [0.860894, 5.630628, -0.906339], [2.281320, -0.246860, 2.758221], [3.389656, -0.865501, 1.956457], [4.336279, -1.644655, 2.617228], [5.411541, -2.209111, 1.946221], [5.545030, -1.992185, 0.584504], [4.603073, -1.223831, -0.085226], [3.516515, -0.649137, 0.571282], [2.193293, 0.270348, -0.354528], [2.565111, -0.325983, -2.065171], [1.775495, -1.405128, -2.459515], [1.885194, -1.981444, -3.714283], [2.799306, -1.459810, -4.614765], [3.589469, -0.386531, -4.236055], [3.500394, 0.195912, -2.972293], [4.428598, 1.339340, -2.657541], [2.641052, 1.997329, -0.180389], [3.652857, 2.396612, 0.677900], [4.107887, 3.714124, 0.723298], [3.777652, 4.529793, -0.397409], [2.776921, 4.174810, -1.237682], [1.814053, 3.106252, -0.800024], [-0.639025, 4.182612, -0.184324], [2.226476, -0.689905, 3.753643], [1.315106, -0.368324, 2.268452], [2.421397, 0.829931, 2.856489], [4.225334, -1.805290, 3.684459], [6.135725, -2.810506, 2.483118], [6.376954, -2.421753, 0.038889], [4.713617, -1.082773, -1.151996], [1.040342, -1.783723, -1.763595], [1.249002, -2.814492, -3.987247], [2.896486, -1.880434, -5.608981], [4.308979, 0.018923, -4.940162], [5.270680, 1.332917, -3.353371], [4.808715, 1.297153, -1.637956], [3.915202, 2.298481, -2.738662], [4.162528, 1.661876, 1.293463], [4.903470, 3.994408, 1.402381], [4.402929, 5.390240, -0.625343], [2.580612, 4.674355, -2.177350], [-0.948079, 3.942306, -1.193792], [-1.413770, 4.118208, 0.572484], [-8.896868, -2.851553, 2.497983], [-8.293356, -2.721711, 1.121940], [-9.015451, -2.150320, 0.075431], [-8.343036, -2.083928, -1.133959], [-7.110715, -2.510568, -1.320856], [-6.458356, -3.046651, -0.248584], [-4.853359, -3.589629, -0.428581], [-7.060834, -3.161917, 0.975111], [-9.895954, -3.290608, 2.451495], [-8.987749, -1.868564, 2.966650], [-8.250950, -3.472761, 3.114398], [-10.027699, -1.787525, 0.197854], [-8.834664, -1.658767, -2.009487], [1.394666, -5.042960, 1.709875], [0.427611, -4.410238, 0.934271], [0.445789, -3.027912, 0.751345], [-0.464493, -2.423207, 0.006267], [-1.430530, -3.167783, -0.528836], [-1.463862, -4.536938, -0.305328], [-0.528047, -5.164872, 0.404260], [2.297004, -4.591854, 1.705309], [1.444448, -6.032528, 1.522400], [1.231800, -2.409993, 1.176218], [-2.209665, -2.680109, -1.099436], [-2.273868, -5.133660, -0.705287]],
  "forces_ev_per_angstrom": [[0.0, 0.1, -0.1], [0.0, 0.0, 0.0], [0.0, 0.0, 0.0], [0.0, 0.0, 0.0], [0.0, 0.0, 0.0], [0.0, 0.0, 0.0], [0.0, 0.0, 0.0], [0.0, 0.0, 0.0], [0.0, 0.0, 0.0], [0.0, 0.0, 0.0], [0.0, 0.0, -0.1], [0.1, -0.1, -0.1], [-0.1, 0.0, 0.1], [0.0, 0.0, 0.1], [0.0, 0.0, -0.1], [-0.1, 0.0, 0.1], [0.0, 0.0, 0.0], [0.0, -0.2, 0.1], [0.0, 0.1, 0.0], [-0.1, 0.1, 0.0], [0.0, 0.0, 0.0], [0.0, 0.0, 0.0], [0.0, 0.0, 0.0], [0.0, 0.0, 0.0], [0.0, 0.0, 0.0], [0.0, 0.0, 0.0], [0.0, 0.0, 0.0], [0.0, 0.0, 0.0], [0.0, 0.0, 0.0], [0.0, 0.0, 0.0], [0.0, 0.0, 0.0], [0.0, 0.0, 0.0], [0.0, 0.1, 0.1], [0.0, 0.0, 0.0], [0.0, 0.0, 0.0], [0.0, 0.0, 0.0], [0.1, -0.1, -0.1], [-0.1, 0.1, 0.0], [0.2, 0.0, 0.0], [-0.1, 0.0, 0.0], [0.0, 0.0, 0.0], [0.0, 0.0, 0.0], [0.0, 0.0, 0.0], [0.0, 0.0, 0.0], [0.1, 0.0, 0.0], [0.0, 0.0, 0.0], [-0.1, 0.0, 0.1], [0.0, 0.0, 0.0], [0.0, 0.1, 0.0], [0.1, 0.0, 0.1], [0.0, 0.0, 0.0], [0.1, 0.0, -0.1], [-0.1, 0.0, 0.0], [0.0, 0.0, 0.0], [0.0, 0.0, 0.0], [0.0, 0.0, 0.0], [0.0, 0.0, 0.0], [0.0, 0.0, 0.0], [0.0, 0.0, 0.0], [0.0, 0.0, 0.0], [-0.1, 0.0, 0.0], [0.0, 0.0, 0.0], [0.0, 0.0, 0.0], [0.0, 0.0, 0.0], [0.0, 0.0, 0.0], [0.0, 0.0, 0.0], [0.0, 0.0, 0.0], [0.0, 0.0, 0.0], [0.0, 0.0, 0.0], [0.0, 0.0, 0.0], [0.0, 0.0, 0.0], [0.0, 0.0, 0.0], [0.0, 0.0, 0.0], [0.0, 0.0, 0.0], [-0.1, 0.0, 0.0], [0.0, 0.0, 0.0], [0.0, 0.0, 0.0], [0.0, 0.0, 0.0], [0.0, 0.0, 0.0], [0.0, -0.1, 0.0], [0.1, 0.0, 0.0], [0.0, 0.0, 0.0], [0.0, 0.0, 0.0], [0.0, 0.0, 0.0], [0.0, 0.0, 0.0], [0.0, 0.0, 0.0], [0.0, 0.0, 0.0], [0.0, -0.1, 0.0], [0.1, 0.1, -0.2], [-0.1, 0.0, 0.0], [-0.1, -0.1, 0.2], [0.0, 0.1, 0.0], [0.0, 0.0, 0.0], [0.0, 0.0, 0.0], [0.0, 0.0, 0.0], [0.0, 0.0, 0.0], [0.0, 0.0, 0.0], [0.0, 0.0, 0.0]]
}


{
  "formula": "C34H56N2O18Si",
  "method": "the ωB97M-V functional and the def2-TZVPD basis",
  "smiles": "C[Si](C)(C)OCCNC(=O)OCCCCn1cccc1.C[C@@H]1COC(=O)O1.C[C@@H]1COC(=O)O1.C[C@@H]1COC(=O)O1.C[C@@H]1COC(=O)O1.C[C@@H]1COC(=O)O1",
  "energy_ev": -83880.0635,
  "lumo_ev": 0.10,
  "gap_ev": 7.61,
  "elements": ["C", "Si", "C", "C", "O", "C", "C", "N", "C", "O", "O", "C", "C", "C", "C", "N", "C", "C", "C", "C", "H", "H", "H", "H", "H", "H", "H", "H", "H", "H", "H", "H", "H", "H", "H", "H", "H", "H", "H", "H", "H", "H", "H", "H", "H", "H", "C", "C", "C", "O", "C", "O", "O", "H", "H", "H", "H", "H", "H", "C", "C", "C", "O", "C", "O", "O", "H", "H", "H", "H", "H", "H", "C", "C", "C", "O", "C", "O", "O", "H", "H", "H", "H", "H", "H", "C", "C", "C", "O", "C", "O", "O", "H", "H", "H", "H", "H", "H", "C", "C", "C", "O", "C", "O", "O", "H", "H", "H", "H", "H", "H"],
  "coordinates": [[4.386696, 0.634376, 0.654629], [4.668314, 2.465930, 0.249211], [6.397851, 2.911234, 0.973128], [4.820828, 2.618440, -1.642803], [3.559012, 3.558121, 0.986720], [2.647365, 4.178278, 0.057833], [1.910571, 5.364009, 0.836286], [0.546455, 5.029245, 1.305405], [-0.344889, 4.707248, 0.254715], [-0.169376, 5.151223, -0.867858], [-1.471782, 3.873699, 0.418628], [-0.976584, 2.585881, 0.883376], [-1.878930, 1.363521, 0.477165], [-1.311299, 0.492168, -0.712078], [0.218252, 0.108903, -0.588003], [0.616339, -0.384281, 0.738112], [0.559869, -1.726275, 1.203278], [1.088293, -1.825412, 2.571206], [1.504561, -0.435960, 3.006173], [1.165288, 0.323524, 1.806664], [3.499036, 0.214979, 0.081677], [4.207844, 0.404275, 1.738290], [5.266641, -0.000110, 0.318652], [6.339738, 2.948368, 2.103513], [7.056781, 2.019833, 0.739753], [6.766241, 3.867330, 0.513747], [4.038238, 1.975468, -2.139856], [5.840772, 2.218020, -1.926387], [4.704760, 3.664075, -2.033982], [3.167082, 4.683755, -0.814278], [1.938928, 3.384122, -0.307369], [1.845826, 6.248531, 0.135328], [2.488856, 5.711990, 1.736331], [0.534844, 4.348268, 2.066109], [-0.968128, 2.633499, 2.020627], [0.099591, 2.499990, 0.575819], [-1.972010, 0.710418, 1.399223], [-2.891192, 1.773697, 0.173546], [-1.970635, -0.404623, -0.902702], [-1.405249, 1.132570, -1.647656], [0.859810, 1.003604, -0.824169], [0.403731, -0.735814, -1.315998], [0.180255, -2.591023, 0.614999], [1.200188, -2.744605, 3.197675], [1.969642, -0.088834, 3.957933], [1.402409, 1.424889, 1.822913], [7.451852, 7.233690, 4.687324], [6.857866, 5.937938, 5.191041], [7.686767, 5.258618, 6.245310], [7.349648, 3.885587, 6.060808], [6.980237, 3.741448, 4.757561], [6.816223, 2.694692, 4.215163], [6.825853, 4.953940, 4.156108], [7.583209, 7.950588, 5.499774], [8.416963, 7.061011, 4.205403], [6.801254, 7.678871, 3.931720], [5.831244, 6.102493, 5.534686], [7.430836, 5.586712, 7.252813], [8.764324, 5.375951, 6.095475], [-6.006031, -0.701750, 4.559016], [-4.971734, -0.858016, 3.467503], [-5.435925, -1.691476, 2.305796], [-4.214819, -2.237084, 1.810947], [-3.349351, -2.287331, 2.867700], [-2.306733, -2.855594, 2.859858], [-3.843753, -1.598263, 3.935109], [-6.916759, -0.236753, 4.177254], [-6.258267, -1.668497, 5.001058], [-5.611415, -0.082770, 5.367279], [-4.619701, 0.125412, 3.138205], [-5.931098, -1.095574, 1.538327], [-6.094034, -2.516683, 2.596118], [1.361431, -6.841590, -2.337300], [1.252822, -5.504210, -1.641760], [0.206944, -4.599861, -2.227928], [0.721510, -3.301388, -1.925903], [2.075943, -3.426569, -1.834786], [2.833711, -2.508965, -1.779549], [2.446883, -4.736066, -1.818767], [0.414645, -7.383019, -2.301637], [1.661675, -6.717519, -3.380480], [2.131230, -7.453285, -1.861789], [1.099148, -5.649641, -0.567438], [-0.769116, -4.743079, -1.771528], [0.108563, -4.691442, -3.313814], [-6.342496, -3.415835, -0.824281], [-5.306163, -3.572749, -1.912851], [-5.766550, -4.408035, -3.072802], [-4.543608, -4.952370, -3.564343], [-3.684210, -4.999519, -2.510294], [-2.636821, -5.569512, -2.519832], [-4.176756, -4.312236, -1.443247], [-7.253228, -2.952824, -1.208769], [-6.595252, -4.381765, -0.380671], [-5.950760, -2.794978, -0.015842], [-4.955055, -2.588815, -2.242641], [-6.261393, -3.814279, -3.842180], [-6.422736, -5.234143, -2.783923], [-2.842010, -2.241410, -6.588208], [-4.172200, -1.540451, -6.747293], [-4.744952, -1.025040, -5.457370], [-6.147355, -1.051773, -5.710278], [-6.358648, -2.024975, -6.645164], [-7.429241, -2.445059, -6.950019], [-5.182110, -2.453522, -7.178732], [-2.094593, -1.576768, -6.151169], [-2.939941, -3.129894, -5.959185], [-2.477757, -2.584928, -7.558472], [-4.091657, -0.744514, -7.494735], [-4.412454, -0.012034, -5.230449], [-4.534937, -1.669645, -4.597446]],
  "forces_ev_per_angstrom": [[-0.6, -0.9, -0.3], [1.6, 0.0, 0.9], [-0.6, -0.6, 0.3], [-0.4, -0.1, -0.4], [0.2, -0.6, -1.7], [-0.2, 1.1, 0.9], [0.2, 0.3, -0.6], [-0.9, -1.4, -0.8], [0.0, 0.8, -1.9], [-0.1, -0.2, 1.3], [1.9, 0.0, 0.7], [0.0, -0.4, 1.5], [0.2, 0.0, -0.1], [-0.1, 1.0, -0.4], [-0.5, -0.3, -0.3], [0.8, -1.6, 2.9], [1.0, -0.3, 2.5], [-0.2, 2.1, -1.6], [-2.0, -1.6, -4.4], [1.2, 1.2, 2.6], [0.9, 0.4, 0.7], [0.2, 0.3, -0.9], [-0.8, 0.9, 0.3], [0.2, 0.3, -1.4], [-0.4, 1.2, 0.0], [-0.1, -0.9, 0.6], [0.8, 0.6, 0.3], [-1.1, 0.5, 0.3], [0.3, -1.0, 0.3], [-0.4, -0.9, 0.9], [0.3, 1.0, 0.1], [-0.2, -1.0, 0.8], [-0.3, -0.7, -0.9], [0.0, 0.4, -0.2], [0.1, -0.2, -1.2], [-1.1, -0.3, 0.0], [0.0, 0.7, -1.1], [1.1, -0.5, 0.5], [0.8, 0.8, 0.5], [0.2, -0.8, 0.9], [-0.6, -1.0, 0.1], [0.1, 1.1, 0.7], [0.3, 1.2, 0.3], [-0.3, 0.9, -1.0], [-0.6, -0.3, -1.2], [-0.5, -1.3, -0.8], [-0.1, 0.0, -0.5], [0.3, 0.9, -0.1], [0.1, 0.0, 0.5], [-0.1, 0.0, -0.4], [-0.1, -0.4, -0.3], [0.1, 0.3, 0.4], [0.0, -0.5, 0.4], [-0.1, -0.1, 0.0], [0.0, -0.1, 0.2], [0.0, 0.0, 0.1], [0.0, -0.1, 0.1], [0.0, -0.2, 0.0], [-0.1, 0.1, -0.1], [0.2, 0.0, 0.4], [-0.7, 0.3, 0.6], [-0.2, 0.1, -0.4], [0.2, 0.0, 0.3], [0.7, -0.3, 0.2], [-0.4, 0.1, -0.1], [0.1, -0.2, -0.6], [0.1, 0.0, 0.0], [0.0, 0.0, -0.2], [-0.1, 0.0, -0.1], [0.0, -0.1, -0.1], [0.1, -0.1, -0.1], [0.0, 0.1, 0.2], [0.5, -0.1, 0.0], [-0.1, -0.9, -0.3], [-0.6, 0.0, 0.2], [0.6, 0.0, 0.0], [0.4, 0.3, 0.1], [-0.3, -0.2, 0.0], [-0.2, 0.7, 0.1], [0.0, 0.1, 0.0], [-0.1, 0.1, 0.0], [-0.1, 0.0, 0.0], [0.0, 0.1, 0.0], [0.1, 0.2, 0.0], [0.1, -0.1, 0.0], [0.2, 0.0, 0.4], [-0.7, 0.3, 0.6], [-0.4, 0.1, -0.5], [0.4, 0.0, 0.4], [0.2, -0.2, 0.1], [-0.4, 0.1, -0.1], [0.3, -0.3, -0.6], [0.1, 0.0, -0.1], [0.0, 0.0, -0.2], [0.0, 0.0, -0.2], [0.0, -0.1, -0.1], [0.1, -0.1, -0.1], [0.0, 0.1, 0.1], [0.0, -0.4, -0.3], [1.0, -0.2, 0.1], [0.1, 0.5, 0.3], [-0.1, -0.4, -0.3], [-0.4, -0.2, -0.3], [0.3, 0.1, 0.2], [-0.6, 0.3, 0.3], [-0.1, 0.0, 0.0], [-0.1, 0.1, 0.1], [0.0, 0.1, 0.1], [-0.1, 0.0, 0.1], [-0.2, 0.0, 0.0], [0.1, -0.1, -0.1]]
}